This record from OMol25 describes a molecular structure, C30H21F3N4TaTe4 at a distorted geometry. The level of theory is the ωB97M-V functional and the def2-TZVPD basis.

Each line ends with the natural charge from an NBO analysis.
Atoms and positions in Å:
Ta 0.443 0.011 -0.090  0.6301
Te 1.838 -1.294 1.573  0.2431
Te 3.674 -3.010 2.668  -0.4243
Te 5.573 0.762 0.158  -0.3248
Te 2.871 0.478 -0.065  0.5109
C -1.569 -1.815 1.902  -0.2575
N -1.074 -0.891 0.889  -0.4911
C -1.769 -0.513 -0.137  0.1217
C -1.539 0.694 -0.813  -0.1173
C -2.341 1.200 -1.864  -0.1693
C -1.973 2.526 -1.985  -0.2913
C -0.940 2.750 -1.047  0.0538
N -0.679 1.652 -0.343  -0.4766
C -1.946 -3.195 1.424  0.0426
C -3.198 -3.419 0.859  -0.2475
C -3.539 -4.678 0.384  -0.2130
C -2.636 -5.724 0.493  -0.2126
C -1.394 -5.508 1.071  -0.1864
C -1.044 -4.247 1.530  -0.2083
H -2.429 -1.342 2.381  0.2145
H -0.787 -1.889 2.658  0.2377
H -2.617 -1.104 -0.490  0.2285
H -3.082 0.643 -2.414  0.2306
H -2.355 3.257 -2.678  0.2291
H -0.366 3.650 -0.881  0.2230
H -3.927 -2.618 0.811  0.2009
H -4.515 -4.834 -0.057  0.2087
H -2.906 -6.706 0.127  0.2106
H -0.682 -6.318 1.168  0.2180
H -0.067 -4.083 1.971  0.2350
C 1.075 0.966 -2.290  -0.7372
C 1.662 0.298 -3.479  0.0057
C 0.818 -0.209 -4.474  -0.1592
C 1.309 -0.895 -5.567  -0.1759
C 2.685 -1.089 -5.697  -0.2210
C 3.546 -0.562 -4.736  -0.1478
C 3.041 0.130 -3.652  -0.2153
C 3.190 -1.820 -6.820  0.3028
N 3.569 -2.401 -7.738  -0.3574
H 0.019 1.075 -2.516  0.2023
H 1.477 1.974 -2.165  0.2154
H -0.251 -0.058 -4.389  0.1997
H 0.635 -1.281 -6.321  0.2151
H 4.614 -0.702 -4.832  0.2221
H 3.736 0.535 -2.926  0.2218
N -0.246 7.134 7.193  -0.3441
C -0.121 6.252 6.465  0.2946
C 0.021 5.163 5.546  -0.2179
C -0.879 4.098 5.581  -0.1462
C -0.766 3.067 4.669  -0.2333
C 0.249 3.080 3.706  0.0258
C 1.169 4.139 3.697  -0.2235
C 1.053 5.172 4.605  -0.1543
C 0.352 2.058 2.719  -0.1135
C 0.461 1.236 1.827  -0.3096
H -1.662 4.087 6.328  0.2189
H -1.460 2.239 4.700  0.2207
H 1.975 4.135 2.976  0.2294
H 1.760 5.991 4.598  0.2224
F 0.187 -2.937 -0.715  -0.3705
C 0.590 -1.751 -1.285  0.6201
F -0.461 -1.438 -2.158  -0.3750
F 1.629 -2.120 -2.053  -0.3341

Output
**LUMO**: 0.43 eV
**E**: -76283.2536 eV
**Frontier orbital gap**: 0.1700 Eh
**Total charge**: -1
**ΔE to the lowest compared entry with this formula, charge and spin**: 466.4 kJ/mol

This record from OMol25 describes 2 unconnected molecules or ions with the total composition C4H14NO at a distorted geometry. The level of theory is the ωB97M-V functional and the def2-TZVPD basis.

Each line ends with the natural charge from an NBO analysis.
Atoms and positions in Å:
C 0.129 0.838 0.499  -0.1934
C -0.510 0.847 -0.871  -0.4426
C -1.933 0.327 -0.851  -0.4218
C -2.102 -0.930 -1.771  -0.5876
N 0.528 -0.591 0.896  -0.7040
H -0.413 1.215 1.362  0.2314
H 1.083 1.365 0.529  0.2173
H 0.079 0.239 -1.566  0.2161
H -0.351 1.848 -1.278  0.2545
H -2.683 1.039 -1.200  0.2355
H -2.317 0.014 0.123  0.1979
H -1.510 -1.731 -1.312  0.1725
H -3.137 -1.260 -1.740  0.2320
H -1.740 -0.726 -2.773  0.2175
H 0.523 -1.262 0.117  0.4318
H 1.464 -0.581 1.317  0.4731
H -0.098 -1.055 1.568  0.4309
H 3.609 0.619 1.460  0.5053
H 3.787 -0.778 2.009  0.5083
O 3.104 -0.186 1.661  -0.9748

Output
**LUMO**: -3.19 eV
**E**: -7906.4122 eV
**Frontier orbital gap**: 0.4407 Eh
**Total charge**: +1
**ΔE to the lowest compared entry with this formula, charge and spin**: 52.3 kJ/mol

This record from OMol25 describes 5 unconnected molecules or ions with the total composition C12H34ClNO10S2 at a distorted geometry. The level of theory is the ωB97M-V functional and the def2-TZVPD basis.

Each line ends with the natural charge from an NBO analysis.
Atoms and positions in Å:
N 1.835 -0.623 1.476  -0.8645
H 1.542 -1.543 1.180  0.4540
H 2.647 -0.445 0.903  0.4440
H 2.005 -0.486 2.462  0.4567
H 1.213 0.114 1.176  0.4905
Cl 1.172 -0.707 -2.484  2.4208
O 1.134 0.490 -1.637  -0.7224
O 1.439 -1.988 -1.708  -0.4975
O -0.087 -1.072 -3.066  -0.5317
O 2.162 -0.527 -3.484  -0.6673
O 1.010 2.213 1.391  -1.0077
S 1.640 3.266 0.587  2.3086
O 2.177 3.080 -0.781  -0.8539
O 0.624 4.554 0.658  -0.7049
C -0.240 4.741 1.831  -0.0767
C 0.153 6.110 2.382  -0.6270
C 2.950 3.936 1.676  -0.8443
H -0.198 3.960 2.590  0.2038
H -1.259 4.781 1.445  0.2026
H 1.039 5.866 2.968  0.1995
H -0.672 6.472 2.996  0.2311
H 0.332 6.858 1.610  0.2372
H 3.767 3.227 1.805  0.2443
H 2.433 4.136 2.615  0.2399
H 3.271 4.836 1.152  0.2624
O 2.415 -5.981 -6.055  -0.9163
S 2.541 -4.533 -6.162  2.3015
O 3.508 -3.876 -7.020  -0.8719
O 1.021 -3.894 -6.401  -0.7201
C -0.146 -4.614 -6.146  -0.0689
C -1.271 -3.729 -5.987  -0.6233
C 2.804 -3.939 -4.375  -0.8407
H 0.001 -5.193 -5.234  0.1762
H -0.226 -5.309 -6.982  0.1951
H -2.129 -4.344 -5.713  0.2293
H -1.434 -3.032 -6.809  0.2276
H -1.119 -3.100 -5.110  0.1967
H 1.920 -3.375 -4.077  0.2201
H 3.627 -3.227 -4.433  0.2463
H 2.926 -4.827 -3.755  0.2479
C -1.728 -1.393 0.436  -0.6309
C -1.337 -0.488 1.669  -0.4031
C -2.589 -0.213 2.556  -0.3850
C -2.063 0.404 3.853  -0.3935
C -3.235 0.709 4.794  -0.3986
C -2.900 1.539 6.050  -0.5989
H -2.268 -0.746 -0.255  0.2194
H -2.458 -2.167 0.673  0.2226
H -0.973 -1.980 -0.087  0.1915
H -0.592 -1.030 2.252  0.1543
H -0.955 0.467 1.308  0.2072
H -3.158 -1.118 2.766  0.2094
H -3.248 0.444 1.989  0.2093
H -1.290 -0.268 4.226  0.1895
H -1.566 1.350 3.637  0.1891
H -4.075 1.185 4.289  0.2040
H -3.639 -0.194 5.250  0.2033
H -2.036 1.076 6.526  0.1985
H -2.668 2.585 5.851  0.1960
H -3.750 1.566 6.732  0.2193

Output
**Multiplicity**: 2
**LUMO (alpha / beta)**: -3.56 / -8.45 eV
**E**: -69134.0380 eV
**Frontier orbital gap (alpha / beta)**: 0.3334 / 0.1538 Eh
**Total charge**: +1

This record from OMol25 describes a single C5H5N3 molecule at a distorted geometry. The level of theory is the ωB97M-V functional and the def2-TZVPD basis.

Each line ends with the natural charge from an NBO analysis.
Atoms and positions in Å:
H -2.801 0.875 -0.562  0.3499
N -2.546 -0.239 -0.118  -0.5401
C -1.299 -0.064 -0.160  0.2838
C -0.417 -1.304 0.207  0.1064
N 0.808 -1.455 0.233  -0.4337
C 1.890 -0.664 -0.248  -0.0003
C 1.721 0.716 -0.166  -0.3033
C 0.496 1.514 0.300  0.1282
N -0.765 1.317 0.011  -0.4588
H -0.862 -2.292 0.292  0.2085
H 2.975 -0.907 -0.557  0.2352
H 2.790 1.183 -0.286  0.2215
H 1.074 2.592 0.628  0.2027

Output
**SMILES**: [H]/N=c1/cncccn1
**LUMO**: -0.68 eV
**E**: -9731.0328 eV
**Frontier orbital gap**: 0.3195 Eh
**Total charge**: 0
**ΔE to the lowest compared entry with this formula, charge and spin**: 429.9 kJ/mol

This record from OMol25 describes a molecular structure, C2H3CsLiO2 at a distorted geometry. The level of theory is the ωB97M-V functional and the def2-TZVPD basis.

Each line ends with the Mulliken spin population.
Atoms and positions in Å:
O -0.976 -0.332 0.703  0.1978
C -1.796 0.075 -0.274  0.7358
C 1.639 -0.327 -0.633  -0.0039
O 1.852 0.779 -0.051  0.0073
Li 0.370 -1.769 0.637  0.0083
H -2.699 -0.549 -0.353  0.0224
H -1.922 1.088 -0.690  0.0207
H 2.609 -0.613 -1.148  -0.0019
Cs 0.924 1.649 1.808  0.0134

Output
**Multiplicity**: 2
**LUMO (alpha / beta)**: -0.44 / -0.46 eV
**E**: -6966.2278 eV
**Frontier orbital gap (alpha / beta)**: 0.1608 / 0.2266 Eh
**Total charge**: 0
**ΔE to the lowest compared entry with this formula, charge and spin**: 0.0 kJ/mol

This record from OMol25 describes a molecular structure, C5H6EuLiO4 at a distorted geometry. The level of theory is the ωB97M-V functional and the def2-TZVPD basis.

Each line ends with the natural charge from an NBO analysis.
Atoms and positions in Å:
O 3.400 0.559 0.622  -0.7224
C 2.221 0.757 0.844  1.0407
O 1.536 0.639 1.863  -0.8799
O 1.472 1.008 -0.389  -0.4215
C 0.189 1.142 -0.352  0.5562
C -0.694 0.680 -1.358  -0.5466
Li 4.925 -0.053 1.453  0.9893
H -0.232 1.438 0.619  0.2026
H -0.250 0.688 -2.358  0.3055
H -1.579 1.339 -1.333  0.3001
Eu 0.759 -0.860 3.777  1.9659
C -1.370 -1.031 -1.076  -0.3659
C -2.488 -1.187 -0.122  0.4059
O -2.299 -1.512 1.043  -0.5210
H -0.515 -1.649 -0.783  0.2267
H -3.400 -0.605 -0.368  0.1754
H -1.677 -1.354 -2.080  0.2891

Output
**Multiplicity**: 8
**LUMO (alpha / beta)**: -12.52 / -12.29 eV
**E**: -32976.0116 eV
**Frontier orbital gap (alpha / beta)**: 0.2636 / 0.2721 Eh
**Total charge**: +3
**ΔE to the lowest compared entry with this formula, charge and spin**: 3.5 kJ/mol